ORCA calculation (ωB97M-V/def2-TZVPD) on C29H30AsBiBr2N2O4S4 as an isolated structure.

Summary:
Charge: -2
HOMO-LUMO gap: 0.2036 Eh

```
73
Properties=species:S:1:pos:R:3:forces:R:3:lowdin_charge:R:1
Bi -1.42185 0.69470 1.17375 0.34 -0.16 -0.14 1.264
Br 0.83096 -2.04934 1.58576 -0.03 -0.04 0.08 0.745
Br -3.84399 -3.19964 1.56475 0.01 0.01 -0.01 0.719
As -2.70121 3.42746 -0.41156 -0.23 0.27 -0.08 -0.514
S -4.49298 4.03764 0.52168 0.09 -0.09 0.00 -0.171
S -1.11687 3.17890 1.20023 -0.04 0.02 0.05 -0.049
S -2.00117 4.60930 -2.00331 0.06 -0.11 0.08 -0.195
S -2.80737 1.26369 -0.98313 -0.04 -0.02 0.04 -0.090
O 0.42296 0.31504 -0.30959 -0.28 -0.17 0.24 -0.394
O -1.40715 1.03363 5.73921 0.07 0.00 -0.13 -0.010
O -0.76992 0.79879 3.59359 -0.25 0.02 0.01 -0.234
O -3.27211 -4.45717 -3.43469 0.07 0.02 -0.01 0.053
N -3.48866 0.88366 2.93479 -0.06 0.13 0.15 0.078
N -2.13612 -2.06779 -0.26502 -0.02 -0.04 -0.16 -0.012
C 6.63766 -1.00103 -1.46190 0.07 0.02 -0.03 -0.079
C 1.64055 -0.11835 -0.34699 0.18 0.23 -0.12 -0.413
C -3.46386 -3.84537 -1.17312 -0.03 -0.01 0.11 -0.057
C -2.86322 -3.66081 -2.40515 -0.12 -0.11 -0.10 -0.319
C 5.69861 -3.23554 -0.94393 -0.03 -0.04 -0.02 -0.061
C 3.91518 -0.10020 -1.21787 -0.08 0.02 0.02 -0.009
C 3.44664 2.76026 -1.82754 0.01 0.01 0.02 -0.060
C 2.52744 1.21922 -3.57531 0.00 -0.02 -0.04 -0.058
C 6.36700 -1.69620 0.90402 0.01 0.02 0.05 -0.058
C 2.63673 0.46025 -1.18942 0.10 0.06 -0.09 -0.075
C -5.18688 2.22288 4.69300 -0.09 0.04 0.01 -0.010
C 5.73726 -1.76827 -0.49404 -0.05 0.01 0.01 -0.566
C 1.02709 2.36599 -1.97615 -0.01 0.01 0.00 -0.094
C -5.29847 0.50768 1.40912 0.04 -0.03 -0.04 -0.074
C -3.89278 1.98738 5.02236 0.10 -0.08 -0.02 0.002
C -6.60658 0.66516 1.06093 -0.15 0.06 0.03 -0.082
C -3.04293 -3.00726 -0.15275 0.03 0.08 -0.08 -0.743
C -4.81455 1.04768 2.62057 0.24 -0.10 -0.14 -0.233
C 3.35599 -1.75194 0.37702 0.02 0.06 0.02 -0.116
C 4.32062 -1.19234 -0.45570 -0.07 0.02 -0.03 -0.197
C -7.49710 1.37473 1.90046 0.09 -0.07 -0.06 -0.095
C -7.05246 1.89196 3.08299 0.07 0.01 0.00 -0.052
C -5.70033 1.73000 3.47055 -0.14 0.05 0.10 -0.173
C 2.08255 -1.22282 0.42058 0.13 -0.19 0.02 -0.567
C -1.60181 1.02433 4.51864 0.07 0.04 0.10 -0.654
C -1.55792 -1.91377 -1.46528 0.00 0.09 0.18 -0.147
C -1.88850 -2.68696 -2.56007 0.07 0.07 -0.04 0.005
C -3.05786 1.30410 4.10074 -0.03 0.02 -0.12 -0.183
C 2.38985 1.67702 -2.11422 -0.01 -0.07 0.09 -0.523
H 7.63838 -1.44502 -1.46160 -0.03 0.02 0.00 0.077
H 7.37663 -2.12408 0.89819 -0.05 0.02 -0.01 0.075
H 5.09431 -3.84257 -0.26596 0.02 0.03 -0.02 0.075
H -4.60319 0.00743 0.74780 -0.04 0.02 0.05 0.039
H 6.70996 -3.65858 -0.97224 -0.06 0.02 0.00 0.075
H 5.76912 -2.24415 1.63566 0.03 0.02 -0.04 0.075
H -8.52712 1.51765 1.59572 0.01 -0.02 0.00 0.092
H -7.72009 2.44122 3.73971 0.03 -0.02 -0.03 0.103
H 6.43064 -0.65825 1.23993 0.00 -0.04 -0.01 0.089
H -5.84273 2.77836 5.35597 0.00 -0.02 -0.01 0.109
H 4.46924 2.42572 -2.01869 -0.01 -0.02 0.00 0.063
H -3.45115 2.30056 5.95673 0.00 0.00 -0.02 0.109
H -1.40749 -2.51611 -3.51719 -0.01 0.00 0.04 0.116
H 3.51780 0.80434 -3.78691 -0.03 0.01 0.01 0.067
H 1.78144 0.45141 -3.79976 0.03 0.03 0.00 0.084
H 4.63738 0.35493 -1.88274 -0.02 0.03 0.00 0.082
H 5.25957 -3.31520 -1.94179 0.02 0.00 0.03 0.086
H 3.58369 -2.60087 1.01342 -0.01 0.04 -0.04 0.090
H 6.73346 0.04902 -1.17339 -0.01 -0.05 -0.01 0.085
H -0.80964 -1.12686 -1.52620 -0.05 -0.02 0.03 0.088
H 1.01570 3.23952 -2.63405 -0.03 -0.01 0.01 0.069
H -6.95658 0.26732 0.11602 -0.01 0.03 0.02 0.102
H 0.83338 2.71298 -0.96224 0.03 0.00 -0.04 0.046
H 0.19145 1.72675 -2.25206 0.03 0.00 -0.01 0.067
H 6.25046 -1.03801 -2.48353 0.02 -0.01 0.04 0.083
H 2.35540 2.06568 -4.24904 0.01 -0.04 0.04 0.079
H 3.25317 3.63151 -2.46089 0.02 -0.04 0.02 0.079
H 3.38200 3.08092 -0.78481 0.00 -0.01 -0.04 0.092
H -2.79109 -4.19623 -4.22726 -0.02 -0.01 0.00 0.101
H -4.22649 -4.59607 -1.02676 0.02 0.03 0.00 0.106
```
Positions in Å, forces in eV/Å.

ORCA calculation (ωB97M-V/def2-TZVPD) on C29H30AsF3NO3S4Sn as an isolated structure.

Summary:
Charge: +3
HOMO-LUMO gap (spin up / spin down): 0.2152 / 0.1655 Eh

```
72
Properties=species:S:1:pos:R:3:forces:R:3:lowdin_charge:R:1
Sn 1.66658 0.76936 -1.28403 0.14 0.19 -0.09 1.387
As -0.96115 1.13151 1.25219 0.11 0.01 0.48 1.297
S 2.06824 -2.83236 0.78700 0.07 0.04 -0.16 0.929
S -3.51385 2.29810 -4.17329 -0.24 -0.03 -0.04 1.292
S 2.88162 -2.38836 -2.57269 -0.05 -0.13 -0.08 0.798
S 4.62711 -2.13876 0.07320 0.07 0.20 -0.03 0.980
F -1.12313 0.21723 -5.19587 -0.07 -0.02 -0.02 0.189
F 0.37452 -0.51992 -3.80827 0.06 -0.01 0.03 0.110
F 0.88842 1.02181 -5.23614 0.07 0.04 -0.08 0.215
O -2.31277 1.89423 -1.79724 0.03 0.03 -0.25 -0.001
O 0.32418 0.69138 0.19533 -0.13 0.09 -0.06 -0.699
O 0.58389 1.94283 -2.59965 -0.10 -0.13 0.16 -0.333
N -1.53969 0.96696 -2.62175 -0.11 -0.01 0.04 0.100
C -0.47856 -0.16772 5.18684 -0.02 0.02 -0.01 -0.047
C 0.70864 0.45083 5.55023 -0.01 0.02 -0.02 -0.040
C 2.13079 -3.87947 -1.86435 -0.03 0.13 0.01 -0.483
C -0.07336 0.57099 -4.45410 -0.07 0.04 0.12 -0.575
C -1.92942 5.67998 1.08474 0.03 0.01 -0.01 -0.037
C -4.73563 -0.38964 0.36965 0.00 -0.03 -0.03 -0.051
C -2.42495 3.46385 1.87383 0.06 0.05 0.03 -0.087
C -0.30270 0.81287 3.00540 0.09 -0.13 0.00 -0.310
C 3.29264 -4.05666 1.35349 -0.16 -0.13 0.18 -0.452
C -0.46980 1.65352 -3.39728 -0.11 -0.06 -0.17 -0.516
C 0.88995 1.44038 3.36758 -0.04 -0.06 0.02 -0.091
C -0.88854 2.89958 -4.12340 -0.13 0.20 -0.03 0.092
C -2.22180 -1.38368 1.05314 -0.11 0.03 -0.03 -0.103
C -3.68229 0.49137 0.56917 0.02 -0.01 0.04 -0.098
C -4.53477 -1.75684 0.51212 0.01 -0.01 0.00 -0.037
C 1.39510 1.25220 4.64238 -0.02 0.02 0.01 -0.053
C -1.35518 2.98321 1.12284 0.01 -0.03 -0.29 -0.321
C 1.26120 -3.59949 -0.63867 0.05 -0.10 0.01 -0.480
C 4.63486 -2.84682 -2.59617 -0.06 0.14 0.17 -0.490
C -2.91557 1.23117 -2.86754 0.34 -0.04 0.29 -0.491
C -2.71564 4.81916 1.83946 0.00 0.00 0.06 -0.039
C 5.19147 -3.25275 -1.23386 -0.09 -0.05 -0.11 -0.453
C -0.86012 5.19275 0.34446 0.06 -0.03 0.00 -0.050
C -2.43152 -0.01254 0.91194 -0.03 -0.03 -0.11 -0.319
C 4.57738 -3.26301 1.49145 0.14 0.03 0.03 -0.461
C -0.99491 0.01274 3.90942 0.04 0.03 -0.01 -0.080
C -0.56776 3.83573 0.35739 -0.15 0.02 0.01 -0.095
C -2.16417 3.20866 -4.52723 0.32 0.02 -0.01 -0.289
C -3.28167 -2.25426 0.85231 0.00 -0.03 0.01 -0.049
H -3.00727 2.80243 2.50495 -0.04 0.00 -0.02 0.118
H 5.47706 -3.87627 1.53744 -0.01 0.01 0.00 0.112
H -1.01056 -0.78463 5.89857 -0.01 0.02 0.00 0.121
H -3.61873 0.43274 -2.64758 -0.04 0.01 0.00 0.138
H 2.31353 1.74209 4.93705 -0.01 0.01 0.01 0.119
H -1.93172 -0.45528 3.63665 -0.01 -0.02 -0.01 0.105
H 4.78219 -3.65403 -3.31147 0.08 0.00 -0.01 0.101
H -2.13751 6.74153 1.09128 -0.04 -0.01 -0.04 0.123
H 2.91143 -4.60073 -1.63191 0.00 -0.03 -0.05 0.075
H 1.09448 0.32536 6.55310 0.02 -0.02 -0.01 0.122
H -0.07782 3.58299 -4.35344 -0.05 0.02 0.03 0.162
H 4.90269 -4.26523 -0.95523 0.02 -0.02 -0.06 0.081
H -5.36313 -2.43856 0.37172 0.01 0.00 0.00 0.124
H 5.13581 -1.95987 -2.98423 0.07 -0.04 0.00 0.090
H 6.28394 -3.21094 -1.23124 -0.01 -0.01 0.01 0.111
H 1.41360 2.08175 2.66798 0.01 0.01 0.00 0.108
H 0.44880 -2.91489 -0.88927 -0.02 -0.01 0.04 0.074
H -2.36929 4.07875 -5.14544 0.09 -0.04 -0.02 0.113
H -1.24686 -1.76239 1.33870 0.00 -0.02 0.02 0.100
H -3.14192 -3.31930 0.98365 0.00 0.01 -0.02 0.118
H -0.24561 5.87231 -0.23181 0.00 -0.01 0.02 0.118
H 4.55812 -2.61274 2.36621 0.01 -0.04 0.03 0.096
H -5.71698 -0.01058 0.11668 -0.01 0.00 0.03 0.121
H -3.83743 1.55854 0.47283 -0.01 0.00 0.00 0.102
H 1.50173 -4.32507 -2.63405 -0.04 -0.08 0.07 0.095
H 3.35693 -4.85383 0.61497 0.07 0.01 0.00 0.088
H 0.26098 3.45205 -0.22346 0.01 0.02 -0.03 0.080
H -3.54394 5.20592 2.41734 0.01 0.00 0.02 0.124
H 2.97747 -4.49113 2.30150 -0.06 -0.03 -0.04 0.102
H 0.81237 -4.53109 -0.28552 -0.04 0.01 -0.01 0.105
```
Positions in Å, forces in eV/Å.

ORCA calculation (ωB97M-V/def2-TZVPD) on C29H30AsF5IN5NiSSeSi2 as an isolated structure.

Summary:
HOMO-LUMO gap (spin up / spin down): 0.1850 / 0.1844 Eh

```
76
Properties=species:S:1:pos:R:3:forces:R:3:lowdin_charge:R:1
I -0.53629 -4.14876 1.35141 0.15 -0.08 -0.06 1.065
Se 0.75176 -0.37433 2.80915 0.19 0.11 -0.50 1.050
As 0.85865 1.44675 -0.44423 -0.21 0.18 -0.07 0.775
Ni 0.04561 -0.81519 0.45969 0.47 -0.37 0.77 -0.144
S 0.44154 3.31012 0.79077 -0.03 0.07 -0.23 0.618
Si 0.42627 2.24321 -2.66091 0.04 0.05 0.04 0.302
Si 3.20313 1.78647 -0.30149 0.02 -0.11 0.00 0.280
F -2.10418 3.46436 5.15784 -0.01 0.00 0.01 0.131
F 0.08035 3.78148 3.64887 0.02 0.00 -0.02 0.086
F -4.40253 2.50551 4.05924 0.00 0.00 0.00 0.139
F -2.27469 2.10699 -0.08437 0.00 0.02 -0.06 0.055
F -4.46808 1.86519 1.41627 0.01 -0.03 0.01 0.115
N 0.14337 -1.56867 3.97670 0.04 -0.19 0.05 -0.287
N -0.84085 -0.11552 1.95801 -0.37 0.22 0.06 -0.316
N 1.41799 -1.84283 -0.64890 -0.03 -0.10 0.21 -0.011
N 4.63580 -5.43096 -2.99470 0.00 -0.01 -0.01 0.176
N -1.56708 -1.91644 -0.26841 -0.01 0.17 -0.37 -0.030
C -1.71376 -0.94047 2.64331 -0.52 -0.22 -0.16 -0.398
C -3.53174 -1.89198 -1.63790 -0.01 0.00 0.04 -0.044
C 3.93951 0.73908 -1.67949 0.02 0.00 0.01 -0.203
C 2.54639 -2.24971 -0.05457 0.01 -0.01 0.02 -0.138
C -3.79984 -3.21014 -1.29222 0.00 0.00 0.01 -0.051
C -2.14380 3.14050 3.86659 -0.04 -0.03 -0.04 -0.135
C -2.20545 2.47671 1.20025 -0.01 0.04 -0.03 -0.254
C 1.91866 -3.28257 -2.49177 0.04 0.04 0.05 0.015
C -2.94099 -3.86478 -0.43166 -0.03 0.02 -0.02 -0.121
C 3.94578 -4.66387 -2.49138 0.02 -0.01 0.00 -0.164
C 3.08437 -3.69914 -1.86149 0.03 -0.02 -0.02 -0.209
C 1.12241 -2.35700 -1.84407 -0.05 0.05 -0.08 -0.122
C 3.40793 -3.17083 -0.61717 -0.04 0.01 -0.05 0.013
C -1.02214 2.97682 1.71863 0.07 0.00 0.19 -0.488
C -3.08845 -1.04075 2.32649 0.38 0.16 0.05 -0.065
C -1.83554 -3.17321 0.04949 0.01 -0.05 0.05 -0.729
C -2.41331 -1.28925 -1.10126 -0.05 0.09 0.05 -0.123
C 3.70846 3.58026 -0.44131 0.02 -0.01 -0.02 -0.212
C -1.15746 -1.74381 3.67919 -0.18 0.00 0.13 -0.506
C -1.02218 3.29977 3.07129 -0.04 -0.05 0.01 -0.247
C 1.69456 3.42657 -3.37173 -0.03 0.00 0.01 -0.216
C -3.31365 2.65185 3.31198 0.07 0.01 0.03 -0.132
C -3.34161 2.32541 1.96873 0.01 -0.01 -0.04 -0.157
C -3.33416 -2.73205 4.03359 -0.21 0.12 -0.17 -0.107
C -2.01325 -2.65331 4.36716 0.25 0.19 -0.07 -0.077
C 0.41202 0.66047 -3.67070 0.02 -0.01 0.01 -0.222
C 3.78450 1.15543 1.35905 0.00 0.01 -0.01 -0.224
C -1.23274 3.09727 -2.75019 0.01 -0.02 0.03 -0.217
C -3.88292 -1.92817 3.00085 -0.02 -0.23 0.21 -0.101
H 1.63662 -3.66981 -3.45973 0.00 -0.01 -0.01 0.127
H -3.97627 -3.42094 4.56881 -0.02 0.00 -0.02 0.097
H 2.71246 3.03907 -3.35534 0.00 -0.01 0.00 0.007
H 2.74766 -1.82381 0.91751 -0.01 -0.02 0.02 0.083
H -2.17669 -0.25245 -1.30852 0.01 0.00 -0.03 0.100
H 0.20465 0.86954 -4.72274 0.00 0.01 -0.01 0.037
H -3.49576 -0.43950 1.52243 0.01 0.04 0.02 0.097
H 4.77907 3.65906 -0.23273 0.01 0.00 0.00 0.039
H 3.92332 1.25124 -2.64256 -0.01 0.00 0.00 0.019
H -1.33471 3.84123 -1.95901 0.00 0.00 0.00 0.022
H 3.18457 4.18924 0.29700 0.00 0.00 0.01 0.014
H 1.67756 4.37931 -2.83932 0.01 0.00 0.01 0.035
H -4.93109 -2.01588 2.74421 0.00 -0.02 0.03 0.095
H -4.67193 -3.71897 -1.68127 0.00 0.00 0.00 0.113
H 4.87785 1.13330 1.37211 0.00 0.03 0.02 0.039
H -2.06790 2.40196 -2.66869 -0.01 -0.01 0.03 0.022
H 1.43091 3.62578 -4.41427 -0.01 0.01 -0.01 0.036
H 3.52505 4.00173 -1.42773 0.00 0.00 0.00 0.008
H 3.44672 1.80670 2.16700 -0.02 0.01 0.00 0.035
H -3.11449 -4.88542 -0.12485 0.00 0.00 -0.01 0.094
H 3.40077 -0.20424 -1.79370 0.01 -0.01 0.00 0.001
H 3.42163 0.15208 1.57425 0.01 -0.03 -0.01 -0.030
H 0.20436 -2.00957 -2.29862 0.00 -0.03 0.02 0.099
H -1.59393 -3.27019 5.15111 0.03 0.00 0.00 0.107
H -1.30603 3.61325 -3.71124 -0.02 -0.02 -0.01 0.035
H -0.36128 -0.01762 -3.30176 -0.02 0.01 -0.02 0.005
H 4.30336 -3.47421 -0.09493 0.01 0.00 0.00 0.129
H 4.98007 0.49720 -1.44850 0.01 0.02 -0.02 0.037
H -4.18087 -1.33542 -2.29856 0.00 0.00 0.00 0.110
H 1.37196 0.14084 -3.61500 0.00 0.00 0.00 0.019
```
Positions in Å, forces in eV/Å.